Computed, not measured: a molecular structure, C10H11F5O2S2Se4SiTl, with ωB97M-V with the def2-TZVPD basis set.

```
36
Properties=species:S:1:pos:R:3:forces:R:3:lowdin_spin:R:1
Tl 0.32717 -0.46988 0.81856 0.0057 0.1213 -0.1775 0.0009
F 0.48845 6.94865 -1.48073 -0.0162 -0.0419 0.0058 0.0000
C -0.01774 5.73814 -1.16852 0.0310 0.0321 0.0061 0.0000
C 0.80728 4.71620 -0.73849 0.0405 0.0205 -0.0085 0.0000
F 2.12995 4.93691 -0.63006 -0.0415 -0.0094 -0.0041 0.0000
C 0.27330 3.48345 -0.42083 -0.0529 -0.0152 0.0637 0.0000
F 1.13374 2.54293 0.01236 0.0230 0.0136 -0.0575 0.0000
C -1.09290 3.18314 -0.50694 0.0876 0.0215 -0.0463 0.0001
S -1.74729 1.63101 -0.13404 -0.1078 -0.1164 0.0620 0.0004
C -1.88872 4.25441 -0.94097 0.0252 -0.0282 -0.0234 0.0000
F -3.21604 4.09656 -1.06530 0.0272 0.0156 0.0001 0.0000
C -1.37489 5.49493 -1.26472 -0.0352 0.0288 -0.0120 0.0000
F -2.19011 6.48468 -1.68020 0.0160 -0.0382 0.0132 0.0000
Se -0.05966 -2.30764 6.44993 -0.0076 -0.0207 0.0252 0.2984
Se -0.31906 -3.10586 4.35276 0.0376 -0.0679 -0.0442 0.4058
Se 0.73608 -5.08706 4.05005 -0.0296 0.0260 0.0230 0.2950
Se -0.48796 -4.23656 0.09783 -0.0297 0.0232 0.0500 -0.0004
C 0.32041 0.89825 -3.55093 -0.0225 -0.0767 -0.0321 0.0000
Si 0.12648 -0.86990 -2.91464 0.0678 -0.0197 0.0094 0.0000
C -1.69340 -1.34249 -3.04200 0.0695 0.0255 0.0102 0.0000
C 1.06277 -1.98598 -4.12479 -0.0496 0.0094 -0.0095 0.0000
O 0.72171 -1.04019 -1.43216 -0.0480 0.0212 0.0529 0.0004
H -0.05053 1.01113 -4.57465 -0.0023 0.0028 0.0019 0.0000
H 1.37145 1.20340 -3.53758 -0.0124 -0.0143 0.0137 0.0000
H -0.24256 1.57553 -2.90621 -0.0300 0.0573 0.0387 0.0000
H -2.06174 -1.28678 -4.07089 0.0132 0.0227 -0.0096 0.0000
H -2.29281 -0.67125 -2.42450 -0.0433 0.0254 0.0311 0.0000
H -1.84492 -2.36417 -2.68408 -0.0058 -0.0215 0.0215 0.0000
H 0.66566 -1.89508 -5.14062 0.0066 -0.0122 -0.0233 0.0000
H 0.97951 -3.03202 -3.81762 -0.0017 -0.0002 -0.0011 0.0000
H 2.12486 -1.72916 -4.14963 0.0051 0.0094 0.0175 0.0000
O 2.98393 0.12298 -0.70058 0.1495 0.0777 0.0074 0.0001
H 2.21978 -0.33451 -1.13600 -0.0574 -0.1182 -0.0036 0.0000
H 2.81973 1.05598 -0.86424 -0.0162 0.0584 0.0335 0.0000
S -2.91222 -2.17568 0.67696 0.0338 0.0050 -0.0421 -0.0004
C -1.77608 -3.18602 0.38097 -0.0297 -0.0165 0.0077 -0.0005
```
Positions in Å, forces in eV/Å.

F_max = 0.00418 Eh/bohr
LUMO energy (spin up / spin down) = 4.09 / 4.02 eV
Charge = -2
Spin multiplicity = 2